No. 1
Molecular formula: C19H59N14O11
Method: DFT, ωB97M-V/def2-TZVPD

Each line ends with the Mulliken charge.
Element x y z (Å)
H 2.674 3.416 -37.673  0.30
C 4.725 4.062 -40.476  -1.20
N 3.134 -1.115 -44.228  -0.39
N -3.245 1.456 -41.629  -0.36
H -1.100 0.759 -41.271  0.19
C 0.768 8.299 -45.490  0.63
C 8.473 9.169 -32.189  -1.27
H 1.319 14.459 -35.640  0.23
C -2.551 3.598 -31.619  -1.22
H 10.569 3.014 -42.541  0.23
H -4.218 2.174 -31.461  0.23
O 7.268 9.243 -34.235  -0.52
H 0.139 -7.756 -37.922  0.23
H -4.091 1.773 -42.080  0.23
C 2.432 -1.114 -45.343  0.65
C -3.150 2.191 -31.677  0.55
H -3.860 9.582 -36.990  0.19
H 4.805 4.754 -41.314  0.32
C 3.383 3.133 -38.452  -1.24
H -2.900 4.135 -30.736  0.32
N 0.135 7.175 -45.520  -0.37
H 1.866 9.269 -43.970  0.19
H -5.556 9.042 -37.143  0.22
O 12.531 0.561 -33.629  -0.68
H -2.400 2.009 -41.616  0.16
O 11.632 1.118 -41.669  -0.68
N -1.724 -0.022 -41.126  -0.40
H -2.996 -8.020 -38.280  0.34
C -0.831 -7.383 -38.251  0.57
H 3.563 -1.968 -43.898  0.23
H -2.563 8.383 -37.718  0.14
N -3.114 7.627 -38.099  -0.33
O 0.817 9.149 -46.345  -0.65
H -1.806 -9.281 -37.893  0.30
C 1.185 12.922 -36.765  0.66
H 12.155 1.559 -36.488  0.17
H 2.867 -0.407 -43.560  0.17
H 9.243 8.670 -34.047  0.16
N 1.837 0.009 -45.508  -0.36
H 8.708 10.228 -32.300  0.35
H 2.992 12.219 -37.106  0.16
H 4.350 3.143 -37.949  0.31
H 7.588 9.091 -31.558  0.33
H -1.560 -0.994 -40.908  0.22
H 13.890 0.836 -42.695  0.24
N -4.574 8.977 -37.371  -0.42
N 2.003 12.106 -37.274  -0.35
H 9.199 8.621 -31.589  0.33
H 0.359 6.470 -44.833  0.19
H -3.473 0.480 -32.979  0.31
H 1.555 0.212 -46.456  0.22
H -2.693 6.767 -38.419  0.21
H 11.011 1.672 -35.080  0.23
H -0.337 6.891 -46.367  0.22
H -2.822 4.211 -32.479  0.33
O -0.686 -7.027 -39.528  -0.53
H -1.860 -5.545 -38.016  0.39
N 13.781 0.286 -35.405  -0.38
N 1.316 8.484 -44.290  -0.35
H 7.469 10.182 -34.249  0.30
O -2.626 1.430 -30.585  -0.58
N 1.856 13.951 -36.329  -0.43
H 7.222 6.725 -32.878  0.32
C -2.884 1.393 -32.888  -1.20
H -2.308 -8.015 -36.709  0.32
C 8.294 8.564 -33.522  0.51
H -0.159 -5.305 -37.750  0.40
O 2.300 3.954 -40.563  -0.93
H 8.931 6.555 -32.913  0.35
H 8.048 6.472 -34.494  0.32
H 13.860 2.427 -43.392  0.18
O -5.268 7.042 -38.216  -0.65
O 0.002 12.851 -36.617  -0.65
C -2.068 -8.232 -37.750  -1.15
C 8.093 6.923 -33.503  -1.17
H 5.566 4.247 -39.807  0.32
H 4.796 3.055 -40.886  0.24
H -3.209 2.057 -33.689  0.33
H 1.204 7.710 -43.650  0.15
H -1.082 -6.012 -36.476  0.39
H 1.736 0.594 -44.691  0.18
C -0.979 -5.997 -37.561  -1.58
H -1.806 1.233 -32.901  0.32
H -2.958 1.646 -29.711  0.29
C 12.226 1.844 -42.417  0.63
N 13.454 1.744 -42.769  -0.37
C -2.985 0.192 -41.434  0.65
H 3.374 5.111 -39.271  0.09
N 11.519 2.815 -42.821  -0.37
C -4.372 7.774 -37.875  0.64
C 12.670 0.697 -34.835  0.68
H 11.991 3.509 -43.383  0.13
H 1.645 11.436 -37.940  0.22
N 11.840 1.342 -35.554  -0.36
C 3.388 4.104 -39.688  0.45
H -1.466 3.636 -31.522  0.32
O 2.543 -1.985 -46.216  -0.69
H 2.865 13.954 -36.356  0.16
O -3.844 -0.702 -41.361  -0.69
H -0.283 -6.158 -39.573  0.32
H 3.228 2.084 -38.706  0.32
H 13.935 0.549 -36.367  0.14
H 14.489 -0.270 -34.946  0.20

The calculation puts the largest force on an atom at 7.6 eV/A. Its lowest unoccupied orbital energy is 1.52 eV. The calculation puts the HOMO-LUMO gap at 4.57 eV. The value obtained for the total energy is -64044.24664 eV. Its total charge is -1.

=====

No. 2
Molecular formula: C19H59N5O12
Method: DFT, ωB97M-V/def2-TZVPD

Each line ends with the Mulliken charge.
Element x y z (Å)
H 7.041 -1.935 -0.581  0.33
H 2.062 3.239 3.095  0.38
H -3.983 2.651 0.409  -0.80
H -4.712 2.049 2.979  0.35
C 0.285 2.882 -1.129  -0.81
C -1.824 3.775 -1.941  -0.80
H 4.576 -2.756 -0.402  0.44
H -4.517 -1.845 -0.962  0.48
H -2.944 1.348 -1.079  0.04
O 3.694 3.442 -1.824  -0.39
H 2.429 -1.901 3.786  0.40
H 4.651 1.630 -2.423  0.56
O -5.356 -1.467 -1.225  -0.73
H -1.292 1.335 3.813  0.57
H 1.557 -3.239 -1.863  0.40
C 4.343 -2.112 -1.250  -0.58
H 1.867 -3.702 2.184  0.58
C -4.248 2.918 2.513  -1.00
H 0.227 0.829 -0.512  -0.49
N 1.873 -2.724 -1.053  1.37
C 3.755 2.061 -1.978  -0.54
H 1.033 -2.329 1.426  0.07
H 0.306 -6.369 -1.053  0.19
H 0.905 3.578 -1.693  0.57
C 0.965 1.540 -0.884  -0.17
H -3.297 0.723 -2.412  0.19
O 5.188 -1.000 -1.284  -0.10
H 2.690 -0.734 -0.798  -0.58
H 1.809 1.565 3.060  0.02
H -0.870 -1.318 0.124  0.06
C -6.251 2.781 -0.658  -0.61
H -2.688 0.907 1.790  0.52
O 0.070 2.478 2.600  -0.31
C -0.896 1.389 2.799  -0.62
H -2.516 -0.905 -0.473  -0.10
C -2.192 -2.802 0.055  -0.42
O -3.211 0.521 -1.480  -0.43
H -5.163 -0.543 -1.385  0.27
H -1.832 3.951 -3.016  0.31
H 4.571 -2.529 -2.231  0.29
H 0.672 0.568 -2.702  0.25
N -2.845 2.788 2.722  -0.22
H -0.383 -5.580 2.462  0.30
C 2.826 -1.269 2.991  -0.22
H 1.460 -4.449 0.138  0.77
O -1.015 2.604 -1.670  -0.26
O 3.073 -2.120 1.929  -0.21
H 2.601 -1.306 -2.286  0.48
O -6.345 -3.822 -1.144  -0.69
H 0.158 -6.523 1.408  0.28
C 4.346 3.976 -0.699  -0.72
H -5.567 2.237 -1.309  0.14
H -5.780 -3.063 -1.286  0.39
C -4.624 3.201 1.098  0.99
H 2.956 0.871 -3.573  0.51
C 2.865 -1.686 -1.299  -1.15
H 3.105 -4.108 -0.026  0.25
H -4.539 3.766 3.134  0.36
H 5.383 3.641 -0.730  0.36
H -4.451 4.215 0.737  0.27
H 1.264 2.331 4.340  0.41
O 0.418 -6.023 2.182  -0.86
H -1.347 4.674 -1.552  0.40
N -1.130 -3.591 0.145  0.21
H 4.232 5.057 -0.628  0.26
C 2.528 1.602 -2.887  -0.99
H -5.770 -4.478 -0.749  0.30
H -7.266 2.444 -0.870  0.28
H -2.764 3.704 -1.393  0.09
O -3.322 -3.166 -0.062  -0.41
H 0.235 3.422 -0.183  0.46
H -1.076 -6.960 -1.230  0.34
C -2.070 1.789 1.954  0.36
H -1.801 2.138 0.957  -0.56
H 3.914 1.509 -1.052  0.40
H 3.722 -0.788 3.381  0.29
C 1.948 -2.920 1.429  -0.03
H 3.900 3.583 0.215  0.23
H -6.302 3.817 -0.993  0.32
N -1.807 -1.557 -0.169  0.20
H 1.641 1.726 -0.049  0.35
H 7.116 -0.255 -1.249  0.24
H 2.087 -0.493 2.793  -0.33
H -0.180 -3.258 0.072  -0.13
H 6.933 -1.679 -2.257  0.37
H -0.624 0.378 2.498  0.10
N 1.445 0.913 -2.152  0.20
C 1.281 2.497 3.262  -0.72
C 2.145 -3.603 0.076  -2.52
O -0.407 -6.784 -0.568  -0.56
H -1.346 -4.565 0.305  0.22
H -2.524 3.205 3.584  0.31
O -5.961 2.806 0.757  -0.41
C 6.635 -1.232 -1.308  -0.92
H 2.254 2.433 -3.537  0.36

The calculation puts the largest force on an atom at 3.5 eV/A. As for the spin multiplicity: 2. Its lowest unoccupied orbital energy (spin up / spin down) is 2.02 / 1.99 eV. The calculation puts the HOMO-LUMO gap (spin up / spin down) at 1.72 / 8.23 eV. The value obtained for the total energy is -52673.96743 eV. Its total charge is -1.

=====

No. 3
Molecular formula: C19H5Cl5F5O3OsSe
Method: DFT, ωB97M-V/def2-TZVPD

Each line ends with the Mulliken charge.
Element x y z (Å)
C -1.080 1.312 -3.196  0.04
F -2.744 4.277 -1.970  -0.28
C 1.414 2.745 1.120  -0.70
C -0.871 -5.089 3.423  0.75
C 2.381 -0.493 -0.558  -0.19
Cl -0.027 -1.169 3.739  -0.16
C 1.567 3.117 -1.259  -0.68
C -0.378 -2.724 3.098  0.84
H 1.106 4.641 0.161  0.45
C -2.102 2.327 -0.823  0.29
Cl -1.333 -6.786 1.325  -0.15
C 1.880 1.776 -1.456  0.66
C -0.972 -5.280 2.038  -0.64
H 1.818 0.741 1.774  0.53
O 3.377 -0.896 -1.048  -0.46
Se -1.350 0.099 0.813  0.13
O 1.501 -1.443 0.001  -0.41
C -0.462 -2.893 1.725  -0.93
H 2.164 1.930 -3.349  0.41
C -1.003 0.601 -2.019  0.73
C 1.337 3.593 0.020  -0.63
C 1.726 1.411 0.925  -0.06
Cl -1.116 -6.419 4.463  -0.13
H 1.521 3.786 -2.111  0.37
F -2.588 2.827 0.307  -0.35
Cl -0.847 -4.112 -0.519  -0.19
C 1.957 0.917 -0.358  0.46
C -0.761 -4.161 1.271  1.19
Cl -0.465 -3.615 5.639  -0.14
O 2.077 1.238 -2.683  -0.52
C -0.577 -3.821 3.946  -0.20
Os -0.303 -1.775 0.078  1.01
F -1.754 3.277 -4.279  -0.29
F -0.379 -0.614 -2.049  -0.59
C -1.511 1.074 -0.826  -0.33
C -2.188 3.078 -1.984  0.37
C -1.679 2.566 -3.170  0.66
F -0.589 0.828 -4.326  -0.33
H 1.253 3.127 2.118  0.45

The calculation puts the largest force on an atom at 0.5 eV/A. Its lowest unoccupied orbital energy (spin up / spin down) is -5.74 / -5.99 eV. The calculation puts the HOMO-LUMO gap (spin up / spin down) at 6.25 / 6.13 eV. The value obtained for the total energy is -169930.11100 eV. Its total charge is +1.

=====

No. 4
Molecular formula: C19H60B2NO34
Method: DFT, ωB97M-V/def2-TZVPD

Each line ends with the Mulliken charge.
Element x y z (Å)
H 1.385 -25.388 -29.120  0.29
C 0.562 -29.183 -28.799  -1.80
C -1.389 -33.950 -31.564  0.93
H -6.538 -29.249 -33.175  0.31
H -3.503 -31.850 -33.243  -0.04
C -2.044 -34.698 -32.426  -0.09
O -2.986 -26.414 -33.277  -0.63
C 0.182 -30.929 -30.210  0.32
C 3.083 -33.701 -31.023  0.68
O -7.538 -30.223 -31.656  -0.57
H -6.307 -29.226 -35.670  0.38
H 0.238 -25.877 -28.140  0.30
H -1.291 -28.934 -32.470  1.52
O -0.516 -33.233 -32.099  0.14
O -6.701 -28.721 -33.971  -0.62
O -1.651 -30.012 -26.059  -0.65
H -2.440 -25.076 -30.027  0.27
O -0.842 -32.442 -34.362  -0.40
H -8.423 -30.466 -31.558  0.24
H 0.895 -27.977 -30.208  0.16
H 1.246 -28.652 -28.104  0.44
H -3.021 -29.973 -37.074  0.32
H 1.846 -27.801 -24.918  0.35
H 2.427 -28.193 -35.156  0.31
H 5.628 -30.013 -34.167  0.32
H -4.242 -27.711 -29.319  0.30
H 3.257 -28.321 -33.572  0.69
H 0.943 -31.230 -28.179  0.58
H -4.247 -29.525 -36.537  0.33
C 0.113 -28.683 -30.176  0.39
O 3.219 -33.314 -28.747  -0.80
H -0.746 -31.171 -29.782  0.75
H -3.509 -33.323 -29.482  0.39
C 1.170 -28.827 -33.131  -0.24
H -7.540 -28.539 -34.299  0.28
O -7.120 -31.945 -34.685  -0.59
C 1.354 -29.829 -31.953  0.04
C 2.497 -28.677 -34.068  -1.82
H -0.773 -25.663 -30.062  0.39
O 2.475 -38.648 -32.298  -0.61
H 0.984 -27.679 -32.753  0.09
H -3.805 -26.798 -33.194  0.29
O 1.008 -28.175 -25.280  -0.57
H 1.995 -31.167 -25.903  0.33
H -3.499 -28.757 -32.579  -0.55
H -6.287 -30.479 -36.433  0.32
O 2.873 -36.875 -31.117  -0.63
H 2.206 -30.211 -29.361  -0.41
H -6.937 -30.722 -31.018  0.31
H 2.266 -29.457 -31.535  0.65
H 1.283 -30.811 -32.351  -0.25
O 2.758 -27.781 -37.830  -0.65
O -6.083 -29.615 -36.594  -0.75
O 0.748 -34.067 -34.134  -0.54
O 1.370 -30.863 -25.325  -0.61
H -2.570 -29.417 -30.579  0.54
H 5.211 -29.923 -35.611  0.28
O -1.606 -34.662 -33.656  -0.68
C -3.711 -30.821 -33.567  -0.32
O 5.549 -30.154 -28.447  -0.69
C -2.456 -30.181 -31.321  0.18
O -3.013 -35.451 -32.175  -0.75
C 1.081 -30.501 -29.041  0.58
H -7.572 -31.211 -34.271  0.29
H -4.655 -30.769 -34.234  0.13
H -2.682 -31.234 -31.005  -0.17
H -4.661 -33.433 -28.438  0.23
B 2.179 -35.609 -30.876  1.24
H -5.395 -28.993 -29.588  0.32
H 3.976 -32.218 -27.596  0.56
O 2.261 -35.122 -29.512  -0.45
O -1.735 -25.492 -30.565  -0.70
C 2.069 -37.666 -31.733  0.04
H -2.919 -30.649 -34.303  0.06
C 2.937 -34.096 -29.662  0.31
C -1.092 -29.832 -32.027  -2.61
O 0.493 -25.837 -29.060  -0.61
H -5.662 -27.306 -31.559  0.30
O -0.165 -37.660 -32.439  -0.60
H 0.572 -31.872 -30.585  -1.41
O 2.700 -34.577 -31.733  -0.31
B -0.560 -33.610 -33.521  1.34
H -0.135 -29.305 -28.081  0.33
H -2.686 -26.254 -32.320  0.35
H 6.163 -29.844 -27.765  0.26
H -0.715 -30.104 -26.088  0.26
H -6.201 -27.066 -32.953  0.44
H 2.920 -29.593 -34.355  0.34
H -0.925 -28.159 -30.099  -0.10
H 4.627 -30.592 -27.974  0.50
H 1.824 -27.583 -37.836  0.31
N 0.160 -29.833 -31.138  1.84
O 2.175 -33.085 -35.319  -0.67
C 0.066 -32.220 -35.080  0.85
C 0.808 -37.152 -32.019  0.94
H 2.438 -28.757 -37.835  0.34
C 1.033 -33.214 -35.000  0.23
O 3.624 -31.458 -26.988  -0.80
O 3.289 -32.571 -31.414  -0.70
H -4.480 -29.918 -31.803  1.29
O -6.020 -26.565 -32.039  -0.70
H 1.328 -31.514 -24.614  0.26
H 1.371 -29.050 -25.237  0.30
O 5.760 -29.602 -35.010  -0.61
H 0.359 -28.890 -33.800  0.44
O -4.994 -28.095 -29.919  -0.69
H -7.193 -32.594 -33.966  0.30
O 0.766 -36.007 -31.398  -0.15
H -2.074 -30.865 -26.317  0.33
H 4.169 -31.588 -26.238  0.26
O 0.090 -31.198 -35.723  -0.81
C -3.653 -29.886 -32.314  -0.86
O -3.873 -33.014 -28.617  -0.60
O -1.631 -33.787 -30.354  -0.87
O -3.308 -29.111 -36.822  -0.61
H -0.851 -30.442 -32.786  0.37

The calculation puts the largest force on an atom at 14.0 eV/A. Its lowest unoccupied orbital energy is 0.75 eV. The calculation puts the HOMO-LUMO gap at 8.27 eV. The value obtained for the total energy is -93136.51405 eV. Its total charge is -1.

=====

No. 5
Molecular formula: C19H60N10O11
Method: DFT, ωB97M-V/def2-TZVPD

Each line ends with the Mulliken charge.
Element x y z (Å)
H 4.766 -0.318 -2.652  0.23
O -0.114 4.683 -3.326  -0.66
H 1.481 1.766 -0.615  -0.16
H -3.383 -1.956 -2.626  0.49
H 1.961 4.206 0.980  0.32
H 0.042 4.443 -1.362  0.25
N -1.421 1.700 2.985  0.09
H -1.340 -3.751 1.368  0.45
C -1.518 -2.675 3.279  -0.18
H 0.083 -1.225 3.925  0.12
N -0.955 -0.059 0.038  2.69
H 0.704 2.929 0.764  -0.39
H -3.727 0.815 -2.343  0.10
H 4.442 1.480 3.128  0.38
H 0.237 1.266 -3.449  0.02
N -1.439 1.076 5.099  -0.24
H 1.300 1.218 3.491  0.28
H -1.806 1.976 -2.325  -0.28
H -4.134 1.273 -3.909  0.34
N 4.303 0.445 -2.062  -0.52
O 3.082 2.415 -1.577  -0.65
N 1.162 1.677 2.567  0.49
C 0.614 4.128 -2.206  0.04
H -0.671 -0.961 -0.224  -0.90
N 3.664 1.445 -3.746  -0.40
H -2.060 -1.336 -1.725  -0.69
H -1.707 -4.549 -3.119  0.43
H -0.410 -4.100 3.471  0.42
O -0.881 2.351 0.084  -0.95
H 5.463 -0.854 0.947  0.41
H -3.020 -0.146 -3.704  0.31
O -1.101 -3.645 3.898  -0.56
H 2.871 -0.489 3.236  0.39
C -1.966 1.614 -3.354  1.12
H -2.348 2.440 -4.927  0.42
H -2.424 -2.192 3.697  0.35
C 3.259 -0.914 2.357  -1.23
H -0.792 -0.771 2.381  -0.71
H -0.387 1.723 3.003  0.20
H -3.371 -2.155 -0.906  0.39
C -0.319 1.038 -0.117  -0.04
H 2.820 -1.334 -0.053  0.14
H -5.011 0.966 0.706  0.39
C -2.139 1.397 4.015  0.45
C 4.048 0.063 1.543  1.63
C 1.277 -2.059 -1.059  -0.32
H -1.834 0.737 5.958  0.24
H -3.545 1.022 -0.336  0.11
H 4.381 1.034 -4.258  0.17
O 4.675 -0.454 0.608  -0.57
H -3.499 1.952 1.131  0.19
C -0.438 -1.584 2.989  0.79
C -3.110 -4.625 -1.395  -1.78
C -2.102 -3.560 -1.593  1.13
H -1.534 -3.515 -0.694  -0.22
H 0.039 -2.868 -2.334  0.42
N 1.446 3.342 1.276  0.24
H 0.273 -2.074 2.282  -0.03
O -3.465 -0.062 1.484  -0.54
C -3.909 1.063 0.697  -0.76
H -3.851 -4.233 -0.660  0.36
H 0.620 3.065 -2.160  -0.33
C 4.989 0.886 2.384  -1.66
H -2.839 -4.053 2.094  0.31
H 2.770 -0.891 -1.701  0.16
H -2.754 -5.604 -1.203  0.42
H 1.478 0.020 -0.609  -0.37
H 5.609 0.303 3.118  0.38
H 5.579 1.592 1.827  0.41
H 0.765 1.169 1.762  -0.24
H 1.664 4.486 -2.055  0.32
O -1.321 -3.910 -2.530  -0.62
C 3.641 1.474 -2.435  0.50
H 3.384 0.792 1.059  -0.42
O 0.781 -2.736 0.017  -0.73
H -3.624 0.082 2.415  0.28
H -0.438 1.183 5.136  0.14
H 4.382 0.390 -1.038  0.20
H -1.829 -0.003 0.578  -1.01
H -0.864 4.149 -3.521  0.38
O -1.860 2.594 -4.099  -0.45
C -0.716 0.754 -3.620  -0.64
C -2.034 -3.273 1.960  -0.95
H -1.856 2.213 2.299  0.10
H -3.688 -4.624 -2.342  0.54
O 2.678 3.345 3.313  -0.83
H 3.204 2.217 -4.181  0.30
H 3.779 -1.744 2.761  0.49
H 1.201 -1.722 -3.045  0.18
C -3.260 0.839 -3.348  -1.11
N 0.932 0.935 -0.436  1.72
O -3.519 1.287 3.896  -0.84
H -0.745 -0.088 -3.000  -0.23
N 0.915 -2.275 -2.268  -0.16
H -0.790 0.402 -4.640  0.55
C 1.761 2.823 2.400  -0.09
C -2.786 -2.165 -1.753  -0.54
H -2.547 -2.557 1.338  0.03
H 2.396 -1.290 1.779  -0.06
N 2.308 -1.255 -0.927  -0.34

The calculation puts the largest force on an atom at 11.2 eV/A. Its lowest unoccupied orbital energy is -0.36 eV. The calculation puts the HOMO-LUMO gap at 8.51 eV. The value obtained for the total energy is -58093.87436 eV. Its total charge is 0.

=====

Number 1: M 659.768 g mol⁻¹. Number 2: M 549.704 g mol⁻¹. Number 3: M 822.691 g mol⁻¹. Number 4: M 868.286 g mol⁻¹. Number 5: M 604.748 g mol⁻¹.